The following is a DFT calculation (ωB97M-V with the def2-TZVPD basis set) of a molecular structure, C21H30CuN4OS.

Values from the calculation:
total energy: -3151.2229 Ha
HOMO: -2.71 eV
charge: -1
relative energy (zero: lowest compared OMol25 entry of this formula, charge and spin): 44.51 kJ/mol

Positions of all 58 atoms, in Å:
Cu1 -0.09318 -0.40001 -0.01232
C1 -1.11296 3.45354 4.48258
C2 -0.62308 3.94295 3.12760
N1 0.66956 3.40638 2.72946
C3 1.84661 4.22426 2.99275
C4 2.47784 3.95417 4.35119
C5 0.79404 2.15580 2.19199
S1 -0.62336 1.22706 1.92942
N2 2.07394 1.78528 2.04012
C6 2.49104 0.74493 1.30454
O1 1.90262 0.05915 0.46353
C7 3.97235 0.43365 1.50965
C8 4.53164 -0.63124 0.81548
C9 5.87349 -0.94652 0.97794
C10 6.66630 -0.19720 1.83701
C11 6.11138 0.86788 2.53462
C12 4.76858 1.18039 2.36990
H1 -2.07952 3.90690 4.71495
H2 -0.41715 3.71468 5.28083
H3 -1.23968 2.37200 4.46748
H4 -0.52521 5.03196 3.13727
H5 -1.35340 3.68078 2.36281
H6 1.53370 5.26933 2.91780
H7 2.57568 4.04281 2.20670
H8 1.80464 4.21283 5.16917
H9 3.39265 4.53943 4.47306
H10 2.73056 2.89730 4.43322
H11 3.88978 -1.20172 0.15743
H12 6.30084 -1.78039 0.43482
H13 7.71388 -0.44135 1.96555
H14 6.72140 1.45747 3.20849
H15 4.31408 2.00560 2.90027
C13 -3.14585 -3.30270 1.28741
C14 -2.46900 -1.98024 0.91221
C15 -3.34772 -1.22381 -0.08177
C16 -1.05270 -2.15276 0.36477
H16 -4.15051 -3.17430 1.70702
H17 -2.54172 -3.84787 2.01634
H18 -3.23389 -3.93892 0.39917
H19 -2.41615 -1.37418 1.82838
H20 -3.37727 -1.76657 -1.03432
H21 -2.93387 -0.23454 -0.28916
H22 -4.38106 -1.10658 0.26383
H23 -1.12776 -2.80871 -0.52367
H24 -0.45898 -2.72996 1.09022
N3 -1.41932 2.39531 -1.14328
C17 -1.10822 1.58136 -2.19527
C18 -1.54897 1.86780 -3.50191
C19 -1.14137 1.05143 -4.52686
C20 -0.30211 -0.03203 -4.25946
C21 0.05982 -0.24551 -2.94674
N4 -0.33698 0.52494 -1.92704
H25 -2.24117 2.96721 -1.22578
H26 -1.19676 2.04681 -0.21125
H27 -2.18530 2.72590 -3.67503
H28 -1.47309 1.25479 -5.53849
H29 0.04474 -0.69761 -5.03610
H30 0.67798 -1.08860 -2.66212

Atoms 1-6, force components in eV/Å:
Cu -0.3 -0.3 0.4
C -0.1 0.0 0.1
C 0.1 0.1 -0.1
N -0.2 0.1 0.0
C -0.1 0.0 -0.1
C 0.1 0.0 0.1

Here are the natural (NBO) charges for atoms 1 to 6, given in e:
1 Cu 0.759
2 C -0.621
3 C -0.211
4 N -0.438
5 C -0.205
6 C -0.620

The following is a DFT calculation (ωB97M-V with the def2-TZVPD basis set) of a molecular structure, C37H33F6N5O7PS3Sc.

Values from the calculation:
total energy: -5126.1602 Ha
HOMO: -7.71 eV

Positions of all 93 atoms, in Å:
Sc1 0.08160 -0.20455 0.22430
C1 -0.51674 -1.50204 3.15838
N1 -0.66456 -1.63781 1.71122
C2 -1.39005 -2.58767 1.21976
C3 -1.53869 -2.68554 -0.18143
C4 -2.22888 -3.60214 -0.97007
C5 -1.99258 -3.22700 -2.29406
C6 -1.16799 -2.10623 -2.24733
N2 -0.88057 -1.76114 -0.97720
C7 0.07934 -2.71689 3.83692
C8 -0.34843 -3.08962 5.10574
C9 0.22848 -4.17070 5.75755
C10 1.23774 -4.89523 5.14144
C11 1.66549 -4.53309 3.87148
C12 1.09048 -3.45052 3.22228
H1 -1.48534 -1.25633 3.60007
H2 0.12119 -0.63722 3.34398
H3 -1.88122 -3.31366 1.86653
H4 -2.82030 -4.43147 -0.61178
H5 -2.36337 -3.70640 -3.18650
H6 -0.75967 -1.55187 -3.07475
H7 -1.14149 -2.52760 5.58752
H8 -0.11586 -4.45024 6.74588
H9 1.68738 -5.74098 5.64631
H10 2.45410 -5.09352 3.38471
H11 1.43238 -3.16802 2.23375
O1 -0.49099 1.29208 1.40862
C13 -1.76304 1.52328 1.16920
C14 -2.10380 2.87779 0.62895
C15 -2.69209 3.82254 1.45565
C16 -2.95700 5.09423 0.97220
C17 -2.63935 5.41377 -0.33973
C18 -2.06135 4.46274 -1.16748
C19 -1.78746 3.18235 -0.69550
P1 -1.01556 1.89046 -1.74150
C20 -0.00291 2.85263 -2.90856
C21 1.34053 3.03154 -2.59732
C22 2.15111 3.81971 -3.40029
C23 1.62969 4.40798 -4.54347
C24 0.29457 4.21718 -4.87503
C25 -0.52219 3.44898 -4.05734
C26 -2.39634 1.28246 -2.75484
C27 -2.10095 0.63581 -3.95574
C28 -3.11532 0.07613 -4.71645
C29 -4.43088 0.14523 -4.28032
C30 -4.72881 0.77968 -3.08382
C31 -3.71754 1.34956 -2.32191
H12 -2.93865 3.55761 2.47679
H13 -3.41006 5.83422 1.61929
H14 -2.84164 6.40594 -0.72294
H15 -1.81168 4.72567 -2.18692
H16 1.75672 2.55544 -1.72194
H17 3.18473 3.97602 -3.11601
H18 2.26147 5.02096 -5.17521
H19 -0.11484 4.67525 -5.76664
H20 -1.56376 3.30722 -4.31854
H21 -1.07203 0.57020 -4.29303
H22 -2.87606 -0.42197 -5.64819
H23 -5.22203 -0.29768 -4.87247
H24 -5.75289 0.83373 -2.73622
H25 -3.96128 1.83792 -1.38743
O2 -2.47282 0.43581 0.53895
O3 -2.70942 0.86082 1.94070
F1 4.41836 0.55699 3.36360
C32 3.20542 0.24293 2.96351
F2 2.91276 -0.98172 3.40071
F3 2.32044 1.09675 3.46061
S1 3.08588 0.21941 1.09968
O4 2.02976 -0.78141 0.88690
O5 4.39362 -0.12557 0.64265
N3 2.47565 1.53545 0.54271
S2 3.28468 2.92144 0.75771
O6 3.77861 3.40635 -0.49290
O7 4.14170 2.87176 1.89790
C33 1.88632 4.02851 1.23367
F4 2.38820 5.24224 1.44073
F5 0.98682 4.09082 0.25994
F6 1.31668 3.59574 2.34332
S3 1.59501 -0.37557 -2.60632
C34 3.07586 0.22782 -3.16224
N4 3.40516 0.05018 -4.45314
C35 4.65335 0.49994 -5.05242
C36 5.13543 1.74266 -4.32383
C37 5.19850 1.45075 -2.83554
N5 3.92016 0.91090 -2.39331
H26 2.74003 -0.47356 -4.99503
H27 4.46942 0.71260 -6.10453
H28 5.41179 -0.28724 -4.99845
H29 4.44050 2.56435 -4.50774
H30 6.11744 2.03681 -4.69126
H31 5.38875 2.35802 -2.26346
H32 6.00351 0.74192 -2.61988
H33 3.70195 0.96831 -1.41463

Atoms 1-6, force components in eV/Å:
Sc 0.0 -0.1 -0.8
C 0.0 -0.1 0.0
N 0.2 0.1 0.0
C 0.0 0.1 0.0
C 0.0 -0.1 0.0
C 0.0 0.0 0.1

Here are the Mulliken charges for atoms 1 to 6, given in e:
1 Sc 0.123
2 C -1.430
3 N 1.036
4 C -0.416
5 C 0.378
6 C -1.102

The following is a DFT calculation (ωB97M-V with the def2-TZVPD basis set) of C25H33NO6 in the gas phase.

Values from the calculation:
total energy: -1478.6162 Ha
SMILES: CCOC(=O)C1(CCOc2ccccc2)CCN(Cc2cc(OC)c(O)c(OC)c2)CC1
HOMO: -7.79 eV
relative energy (zero: lowest compared OMol25 entry of this formula, charge and spin): 292.51 kJ/mol

Positions of all 65 atoms, in Å:
C1 5.94674 -0.41837 0.29056
C2 5.12180 -1.01439 -0.83409
O1 3.75069 -0.68048 -0.61226
C3 2.88305 -1.08582 -1.54162
O2 3.21343 -1.70974 -2.51783
C4 1.44133 -0.73437 -1.17583
C5 1.02793 -1.83938 -0.17584
C6 -0.37359 -1.69173 0.43341
O3 -0.44666 -0.74258 1.47409
C7 0.02101 -1.05866 2.71347
C8 -0.11900 -0.05631 3.67542
C9 0.31374 -0.25781 4.96873
C10 0.89347 -1.46370 5.33158
C11 1.02633 -2.46160 4.38500
C12 0.59717 -2.26993 3.08157
C13 0.58564 -0.77867 -2.44567
C14 0.93252 0.38793 -3.38320
N1 0.88654 1.69667 -2.77308
C15 -0.39222 2.38505 -2.74826
C16 -1.43829 1.85513 -1.79304
C17 -1.49874 2.33877 -0.49316
C18 -2.38527 1.78391 0.41521
O4 -2.52970 2.17775 1.72769
C19 -1.74028 3.24624 2.18364
C20 -3.22529 0.73438 0.03112
O5 -4.07657 0.16547 0.92594
C21 -3.19900 0.27597 -1.29177
O6 -4.06838 -0.73354 -1.58735
C22 -4.10457 -1.21650 -2.90538
C23 -2.30844 0.84973 -2.19145
C24 1.68649 1.74319 -1.57102
C25 1.35599 0.65525 -0.53931
H1 5.61918 -0.81651 1.24725
H2 5.83143 0.66207 0.30695
H3 6.99481 -0.66224 0.14362
H4 5.42788 -0.61917 -1.80922
H5 5.21821 -2.10557 -0.86702
H6 1.75692 -1.84835 0.63811
H7 1.07722 -2.80143 -0.69197
H8 -1.09164 -1.33523 -0.30810
H9 -0.72023 -2.66893 0.79142
H10 -0.58336 0.87021 3.37990
H11 0.19683 0.52843 5.70010
H12 1.23447 -1.62308 6.34314
H13 1.47175 -3.40782 4.65621
H14 0.71549 -3.07327 2.37139
H15 0.76931 -1.71699 -2.97169
H16 -0.46649 -0.72523 -2.17306
H17 0.26219 0.37991 -4.24535
H18 1.95413 0.24037 -3.75237
H19 -0.78277 2.35558 -3.76965
H20 -0.17758 3.42993 -2.50073
H21 -0.84170 3.14212 -0.20096
H22 -1.95439 4.16627 1.62991
H23 -2.00867 3.38673 3.23015
H24 -0.67180 3.01876 2.10923
H25 -3.92373 0.59403 1.77905
H26 -3.14519 -1.65314 -3.20558
H27 -4.38344 -0.43179 -3.61683
H28 -4.86772 -1.99310 -2.91128
H29 -2.28009 0.51443 -3.21626
H30 1.57901 2.73118 -1.11801
H31 2.73334 1.62775 -1.88050
H32 2.05269 0.72359 0.29721
H33 0.34632 0.80215 -0.16016

Atoms 1-6, force components in eV/Å:
C -0.4 -0.1 -0.2
C 0.5 -0.2 -0.2
O 0.0 0.2 0.3
C -0.3 -0.1 -0.2
O 0.1 -0.1 -0.1
C 0.0 -0.1 0.1

Here are the natural (NBO) charges for atoms 1 to 6, given in e:
1 C -0.622
2 C -0.069
3 O -0.526
4 C 0.825
5 O -0.611
6 C -0.145

Question: Which of these has the lowest HOMO?
Answer: C25H33NO6